1.
{"formula": "C2H5N5OS", "method": "ωB97M-V/def2-TZVPD", "species": ["C", "C", "N", "N", "N", "N", "N", "O", "S", "H", "H", "H", "H", "H"], "xyz": [[0.442, -1.371, 0.421], [1.346, 1.048, 0.640], [1.093, -2.529, 0.192], [2.406, -2.236, 0.180], [2.551, -0.955, 0.365], [1.339, -0.419, 0.485], [-2.943, -1.289, -0.944], [-2.217, 0.685, 0.257], [-2.139, -0.736, 0.425], [0.375, 1.253, 0.981], [2.104, 1.388, 1.235], [1.472, 1.354, -0.402], [-2.710, -1.094, -1.893], [-3.392, -2.178, -0.836]], "lowdin_charge": [-0.231, 0.015, -0.049, -0.060, -0.003, -0.222, -0.198, -0.499, 0.935, 0.053, 0.057, 0.102, 0.058, 0.043], "gap_ev": [7.84, 8.21], "multiplicity": 1, "largest_force_ev_per_a": 4.34, "e_homo_ha": [-0.352, -0.362]}

=====

2.
{"formula": "C6H13NS", "method": "ωB97M-V/def2-TZVPD", "species": ["C", "C", "C", "C", "C", "C", "S", "N", "H", "H", "H", "H", "H", "H", "H", "H", "H", "H", "H", "H", "H"], "xyz": [[-2.766, -0.441, -0.153], [-1.322, -0.853, 0.228], [-0.224, -0.602, -0.915], [0.640, 0.125, 0.116], [0.627, 1.665, -0.199], [2.015, -0.456, 0.730], [3.544, -0.589, -0.173], [-0.341, -0.157, 1.104], [-2.911, -0.904, -1.231], [-2.851, 0.703, 0.032], [-3.479, -0.821, 0.582], [-1.292, -1.964, 0.288], [-0.548, -0.143, -1.935], [0.387, -1.418, -1.544], [-0.369, 1.870, -0.614], [1.214, 1.372, -1.089], [0.782, 2.483, 0.580], [2.390, 0.326, 1.514], [1.823, -1.449, 1.337], [3.323, 0.765, -0.558], [-0.641, 0.489, 1.901]], "lowdin_charge": [-0.073, -0.340, -0.119, -0.601, -0.042, -0.579, 0.644, -0.028, 0.117, 0.095, 0.049, 0.123, 0.126, 0.139, 0.065, 0.071, 0.105, 0.078, 0.107, -0.092, 0.157], "smiles": "C[C@H]1C[C@](C)(CS)N1", "gap_ev": 9.08, "multiplicity": 1, "largest_force_ev_per_a": 4.60, "e_homo_ha": -0.302, "de_lowest_kj_mol": 394.2}

=====

3.
{"formula": "C38H36NOP2SV", "method": "ωB97M-V/def2-TZVPD", "species": ["V", "C", "P", "C", "C", "C", "C", "C", "C", "C", "C", "C", "C", "C", "C", "C", "C", "C", "C", "C", "P", "C", "C", "C", "C", "C", "C", "C", "C", "C", "C", "C", "C", "N", "H", "H", "H", "H", "H", "H", "H", "H", "H", "H", "H", "H", "H", "H", "H", "H", "H", "H", "H", "H", "H", "H", "H", "H", "H", "H", "C", "C", "C", "C", "C", "C", "C", "S", "C", "O", "H", "H", "H", "H", "H", "H", "H", "H", "H", "H"], "xyz": [[-0.416, 0.015, 0.238], [0.862, 1.499, 2.916], [-0.356, 1.901, 1.575], [0.208, 3.429, 0.755], [0.948, 4.432, 1.371], [1.270, 5.582, 0.670], [0.850, 5.740, -0.639], [0.122, 4.739, -1.264], [-0.197, 3.587, -0.571], [-1.816, 2.457, 2.518], [-1.836, 3.680, 3.180], [-2.936, 4.029, 3.943], [-4.019, 3.168, 4.045], [-4.002, 1.952, 3.380], [-2.903, 1.596, 2.619], [1.491, 0.201, 2.509], [2.515, -0.546, 3.040], [2.794, -1.585, 2.114], [1.908, -1.429, 1.075], [1.790, -1.950, -0.324], [1.456, -0.301, -1.126], [3.094, 0.455, -0.928], [3.251, 1.689, -0.314], [4.513, 2.258, -0.232], [5.613, 1.597, -0.756], [5.458, 0.362, -1.366], [4.204, -0.207, -1.451], [1.420, -0.634, -2.921], [0.470, -1.533, -3.399], [0.434, -1.876, -4.736], [1.358, -1.330, -5.613], [2.278, -0.401, -5.156], [2.296, -0.033, -3.822], [1.116, -0.341, 1.318], [0.360, 1.437, 3.888], [1.627, 2.280, 2.968], [1.283, 4.319, 2.392], [1.836, 6.361, 1.157], [1.089, 6.646, -1.173], [-0.200, 4.866, -2.286], [-0.772, 2.786, -1.041], [-0.993, 4.352, 3.096], [-2.946, 4.979, 4.456], [-4.878, 3.452, 4.633], [-4.847, 1.284, 3.452], [-2.875, 0.648, 2.096], [3.015, -0.382, 3.976], [3.561, -2.329, 2.211], [0.957, -2.649, -0.484], [2.710, -2.428, -0.669], [2.383, 2.200, 0.089], [4.639, 3.225, 0.231], [6.593, 2.045, -0.695], [6.308, -0.149, -1.792], [4.078, -1.156, -1.950], [-0.245, -1.970, -2.708], [-0.307, -2.572, -5.100], [1.366, -1.643, -6.645], [2.991, 0.035, -5.838], [2.998, 0.711, -3.476], [-3.869, -6.931, 1.008], [-3.429, -5.565, 0.592], [-3.807, -4.417, 1.284], [-3.355, -3.169, 0.890], [-2.523, -3.068, -0.208], [-2.108, -4.199, -0.894], [-2.573, -5.438, -0.502], [-1.926, -1.471, -0.791], [-3.165, -1.231, -2.110], [-2.318, -0.466, 0.239], [-4.735, -6.904, 1.663], [-3.054, -7.421, 1.543], [-4.096, -7.541, 0.137], [-4.471, -4.485, 2.134], [-3.641, -2.274, 1.425], [-1.429, -4.108, -1.730], [-2.276, -6.317, -1.055], [-4.148, -1.231, -1.651], [-3.068, -2.039, -2.825], [-2.974, -0.274, -2.587]], "mulliken_spin": [2.689, 0.030, 0.044, -0.049, 0.006, 0.001, 0.000, 0.031, 0.060, -0.044, 0.000, 0.001, 0.000, 0.003, 0.005, 0.030, 0.007, 0.026, -0.052, 0.066, -0.017, -0.017, -0.028, 0.004, 0.000, 0.001, -0.001, -0.026, -0.002, 0.003, -0.002, 0.001, -0.005, -0.025, 0.001, 0.006, -0.001, 0.000, 0.000, 0.001, -0.004, 0.000, 0.000, 0.000, 0.000, 0.026, 0.002, 0.002, 0.016, 0.004, 0.036, 0.000, 0.000, 0.000, -0.001, -0.016, 0.000, 0.000, 0.000, 0.000, 0.000, 0.002, 0.000, 0.001, 0.021, -0.007, 0.001, 0.173, -0.015, 0.007, 0.000, 0.000, 0.000, 0.000, 0.002, 0.000, 0.000, 0.002, 0.002, -0.004], "gap_ev": [7.07, 7.19], "multiplicity": 4, "s2": 3.77, "largest_force_ev_per_a": 3.87, "e_homo_ha": [-0.356, -0.357], "de_lowest_kj_mol": 123.1, "total_charge": 1}

=====

4.
{"formula": "C21H28BCl16F5N2O3Si", "method": "ωB97M-V/def2-TZVPD", "species": ["C", "Si", "C", "C", "C", "C", "F", "F", "N", "C", "C", "O", "C", "C", "C", "O", "C", "F", "F", "F", "B", "N", "O", "C", "C", "C", "C", "C", "C", "H", "H", "H", "H", "H", "H", "H", "H", "H", "H", "H", "H", "H", "H", "H", "H", "H", "H", "H", "H", "H", "H", "H", "H", "H", "H", "H", "H", "Cl", "C", "Cl", "Cl", "Cl", "Cl", "C", "Cl", "Cl", "Cl", "Cl", "C", "Cl", "Cl", "Cl", "Cl", "C", "Cl", "Cl", "Cl"], "xyz": [[3.660, -0.934, -0.460], [4.377, 0.845, -0.335], [4.044, 1.628, -2.070], [3.466, 1.950, 0.927], [2.652, 1.195, 2.045], [1.339, 0.499, 1.560], [1.531, -0.904, 1.778], [0.990, 0.780, 0.250], [0.174, 0.854, 2.367], [-0.930, -0.099, 2.088], [-2.370, 0.586, 2.061], [-2.812, 0.574, 0.699], [-4.052, -0.129, 0.495], [-4.951, 0.839, -0.403], [-6.416, 0.312, -0.625], [-6.929, -0.518, 0.411], [-7.446, 1.479, -0.965], [-6.811, 2.608, -1.380], [-8.236, 1.667, 0.136], [-8.269, 1.044, -1.994], [-3.702, -1.529, -0.263], [-4.576, -2.110, -1.302], [-2.546, -2.317, 0.049], [6.238, 0.643, -0.027], [6.994, -0.131, -1.041], [8.407, -0.418, -0.949], [9.147, 0.077, 0.207], [8.425, 0.844, 1.193], [6.991, 1.143, 1.114], [4.370, -1.530, -1.081], [2.605, -0.949, -0.820], [3.727, -1.350, 0.587], [5.013, 1.835, -2.592], [3.426, 2.564, -1.979], [3.429, 0.915, -2.681], [2.827, 2.719, 0.411], [4.260, 2.549, 1.465], [3.302, 0.462, 2.599], [2.348, 1.951, 2.826], [0.454, 0.841, 3.347], [-0.910, -0.862, 2.920], [-0.847, -0.643, 1.120], [-3.002, -0.010, 2.767], [-2.333, 1.638, 2.434], [-4.646, -0.326, 1.426], [-4.939, 1.856, 0.059], [-4.442, 0.879, -1.404], [-6.390, -0.327, -1.549], [-6.789, -0.046, 1.250], [-4.209, -3.027, -1.579], [-5.514, -2.263, -0.909], [-2.568, -2.603, 0.979], [6.437, -0.528, -1.933], [8.853, -1.039, -1.763], [10.227, -0.178, 0.270], [8.997, 1.198, 2.083], [6.471, 1.736, 1.904], [-9.428, 2.805, -6.513], [-8.821, 1.229, -5.969], [-9.924, -0.048, -6.515], [-7.209, 0.950, -6.655], [-8.720, 1.211, -4.201], [-1.409, -5.990, 4.422], [-1.679, -5.259, 2.831], [-0.901, -6.248, 1.586], [-3.421, -5.165, 2.510], [-0.988, -3.626, 2.806], [3.754, -3.688, -3.191], [5.476, -3.718, -3.602], [6.345, -2.546, -2.590], [6.125, -5.343, -3.316], [5.684, -3.291, -5.310], [0.670, 4.683, 4.731], [-0.686, 4.557, 3.594], [-0.128, 3.791, 2.098], [-1.974, 3.579, 4.323], [-1.309, 6.177, 3.237]], "lowdin_charge": [-0.182, 0.604, -0.179, -0.241, -0.139, -0.502, -0.007, 0.071, -0.013, -0.159, -0.162, -0.133, -0.218, -0.057, -0.256, -0.012, -0.469, 0.131, 0.124, -0.111, -0.453, 0.164, 0.062, -0.231, -0.163, -0.093, -0.083, -0.091, -0.079, -0.028, 0.040, 0.042, 0.029, 0.029, 0.035, 0.079, 0.077, 0.127, 0.102, 0.121, 0.085, 0.118, 0.123, 0.064, 0.134, 0.130, 0.140, 0.150, 0.108, 0.082, 0.078, 0.025, -0.008, 0.092, 0.099, 0.095, 0.090, 0.511, -2.016, 0.510, 0.512, 0.650, 0.528, -2.025, 0.536, 0.531, 0.569, 0.537, -2.004, 0.612, 0.523, 0.526, 0.514, -2.025, 0.573, 0.532, 0.523], "smiles": "C[Si](C)(CCC(F)(F)NCCO[C@@H](C[C@@H](O)C(F)(F)F)B(N)O)c1ccccc1.ClC(Cl)(Cl)Cl.ClC(Cl)(Cl)Cl.ClC(Cl)(Cl)Cl.ClC(Cl)(Cl)Cl", "gap_ev": 9.07, "multiplicity": 1, "largest_force_ev_per_a": 2.89, "e_homo_ha": -0.334, "de_lowest_kj_mol": 257.9}